ORCA calculation (ωB97M-V with the def2-TZVPD basis set) on a molecular structure, C48H54BrF3N7O4STa at a distorted geometry.

```
119
Properties=species:S:1:pos:R:3:forces:R:3:mulliken_charge:R:1
Ta -0.408 -0.455 0.055 -0.59 1.16 0.60 1.202
C -3.543 -1.012 -5.593 0.02 -0.03 0.00 -1.016
C -2.794 -2.106 -4.820 0.02 0.20 -0.01 -1.244
C -1.721 -1.559 -3.931 -0.17 -0.17 -0.02 0.877
C -0.379 -1.501 -4.154 0.18 0.00 -0.15 0.365
C 0.374 -1.913 -5.381 -0.06 0.11 0.02 -1.438
C 0.546 -0.753 -6.369 0.01 -0.02 0.03 -0.995
C 0.212 -0.916 -2.994 -0.27 0.01 0.15 0.301
N -0.752 -0.613 -2.032 -0.14 -0.29 -0.20 -0.483
C -1.951 -1.009 -2.636 0.22 0.26 0.09 0.540
C -3.181 -0.839 -2.064 -0.11 -0.10 -0.04 -1.040
C -3.407 -0.243 -0.848 0.10 0.14 0.12 0.526
C -4.701 -0.005 -0.301 -0.09 -0.24 -0.01 0.914
C -5.984 -0.440 -0.935 0.02 0.16 -0.10 -1.403
C -6.446 0.509 -2.048 -0.04 -0.03 0.02 -1.035
C -4.519 0.657 0.879 -0.06 0.02 0.17 1.235
C -3.115 0.827 1.049 0.02 -0.12 -0.24 -0.637
C -2.539 1.485 2.104 -0.04 0.09 0.12 -0.523
C -1.198 1.708 2.255 0.11 -0.01 0.04 0.346
N -0.210 1.224 1.403 0.10 0.08 -0.37 -0.606
C 0.953 1.796 1.890 -0.13 -0.06 0.14 0.285
C 2.185 1.673 1.300 0.12 0.07 0.09 -0.992
C 2.411 1.052 0.107 0.02 -0.10 -0.19 0.229
N 1.446 0.368 -0.626 -0.28 -0.21 0.05 -0.161
C 2.118 -0.010 -1.785 0.01 -0.03 0.12 0.585
C 1.548 -0.649 -2.855 0.12 -0.02 -0.07 -1.107
C 3.485 0.411 -1.753 0.03 -0.01 -0.16 1.107
C 3.667 1.068 -0.577 0.07 0.06 0.11 1.131
C 4.903 1.740 -0.068 -0.03 0.08 -0.04 -1.584
C 4.961 3.228 -0.436 0.00 -0.03 0.00 -1.308
C 4.462 0.214 -2.870 -0.06 0.06 0.02 -1.509
C 4.307 1.268 -3.973 -0.01 -0.01 0.02 -1.018
C 0.700 2.593 3.051 0.15 0.00 0.04 0.619
C -0.642 2.541 3.275 -0.12 -0.03 0.12 0.830
C -1.441 3.250 4.324 0.01 0.08 -0.11 -1.324
C -2.100 4.532 3.798 0.03 -0.04 -0.01 -0.948
C 1.736 3.379 3.790 -0.02 0.07 -0.08 -1.273
C 1.953 4.771 3.181 -0.01 -0.03 0.01 -1.010
N -2.408 0.255 -0.010 -0.02 -0.10 0.12 -0.540
C -5.560 1.157 1.833 0.05 0.12 -0.11 -1.303
C -5.916 2.627 1.580 -0.02 -0.03 0.01 -1.012
H -4.362 -1.443 -6.167 0.01 0.00 0.00 0.409
H -2.876 -0.503 -6.290 -0.01 0.01 0.02 0.273
H -3.956 -0.258 -4.920 0.00 -0.02 -0.01 0.195
H -2.342 -2.803 -5.525 -0.03 -0.04 0.01 0.388
H -3.498 -2.684 -4.217 0.00 -0.03 -0.02 0.450
H -0.164 -2.729 -5.864 0.03 -0.02 0.00 0.475
H 1.352 -2.309 -5.101 -0.02 -0.05 0.00 0.428
H -0.422 -0.372 -6.693 0.01 0.00 0.00 0.230
H 1.095 -1.080 -7.251 0.00 0.00 0.01 0.425
H 1.095 0.075 -5.914 -0.01 -0.01 -0.01 0.188
H -4.043 -1.177 -2.622 0.00 0.01 0.00 0.704
H -6.755 -0.500 -0.168 0.00 -0.03 0.00 0.353
H -5.867 -1.451 -1.333 0.00 0.00 0.01 0.467
H -6.697 1.491 -1.645 0.03 0.00 -0.01 0.279
H -7.334 0.112 -2.538 0.00 0.02 0.00 0.400
H -5.673 0.647 -2.806 -0.01 0.00 0.01 0.229
H -3.200 1.911 2.846 0.00 -0.01 -0.01 0.582
H 3.019 2.173 1.772 -0.01 0.01 -0.01 0.549
H 2.193 -0.898 -3.686 0.00 -0.01 0.01 0.654
H 5.775 1.226 -0.477 0.01 0.00 0.03 0.601
H 4.964 1.628 1.017 0.02 -0.04 -0.01 0.413
H 5.045 3.360 -1.514 -0.03 0.00 0.01 0.275
H 5.824 3.702 0.028 0.00 0.00 -0.01 0.436
H 4.062 3.752 -0.105 0.02 0.00 0.00 0.236
H 4.336 -0.784 -3.299 0.06 -0.03 0.04 0.416
H 5.473 0.253 -2.463 0.01 -0.03 -0.01 0.438
H 3.319 1.215 -4.435 0.01 0.01 0.01 0.150
H 5.054 1.121 -4.751 -0.01 -0.01 0.00 0.444
H 4.429 2.274 -3.571 0.00 -0.01 -0.01 0.222
H -0.782 3.497 5.157 -0.02 -0.03 0.03 0.368
H -2.207 2.579 4.720 0.02 -0.01 0.04 0.418
H -1.349 5.246 3.460 -0.01 0.00 0.00 0.237
H -2.689 5.007 4.582 0.00 0.00 0.00 0.411
H -2.759 4.324 2.954 0.00 0.01 0.01 0.180
H 2.683 2.834 3.798 -0.02 -0.03 0.06 0.405
H 1.429 3.479 4.831 0.02 -0.02 0.02 0.470
H 2.240 4.703 2.130 0.00 0.00 0.02 0.211
H 2.738 5.303 3.716 0.00 0.00 -0.01 0.424
H 1.043 5.368 3.239 0.01 -0.01 -0.01 0.218
H -5.213 1.032 2.861 -0.03 -0.03 0.01 0.402
H -6.457 0.545 1.731 0.00 -0.02 0.03 0.456
H -5.040 3.271 1.677 -0.01 -0.01 -0.01 0.190
H -6.667 2.966 2.292 0.01 0.00 0.00 0.431
H -6.318 2.761 0.575 0.02 0.01 0.01 0.241
Br 7.696 -2.679 -0.013 0.09 -0.03 -0.01 -0.075
C 5.886 -2.329 0.310 0.01 0.02 -0.03 -0.231
C 5.506 -1.564 1.401 -0.06 0.02 0.05 -0.960
C 4.155 -1.311 1.571 0.01 0.06 -0.16 -0.264
N 3.197 -1.750 0.747 0.31 -0.22 0.34 0.794
C 3.593 -2.502 -0.282 -0.03 0.01 0.06 -0.491
C 4.915 -2.822 -0.546 -0.06 0.02 -0.04 -0.854
H 6.237 -1.180 2.099 -0.01 0.01 -0.02 0.546
H 3.831 -0.705 2.412 0.00 -0.02 0.01 0.417
H 2.814 -2.865 -0.943 -0.02 -0.02 0.02 0.348
H 5.178 -3.438 -1.394 0.00 0.01 0.00 0.548
F 0.382 -4.418 1.627 -0.01 0.00 0.00 -0.136
C -0.510 -4.665 0.674 0.05 0.10 0.10 0.586
F -1.702 -4.835 1.216 -0.02 -0.06 -0.01 -0.197
F -0.154 -5.718 -0.019 0.00 -0.04 0.04 -0.179
S -0.610 -3.197 -0.478 0.04 0.07 0.31 1.468
O -1.757 -2.370 -0.021 0.52 -0.05 -0.40 -0.416
O -0.592 -3.709 -1.795 -0.01 0.00 0.04 -0.614
O 0.560 -2.290 -0.094 -0.04 -0.48 -0.59 -0.371
N 2.821 -2.993 3.948 -0.03 0.05 0.02 -0.187
C 1.777 -2.631 4.733 0.06 0.01 0.03 -0.136
O 1.817 -2.573 5.939 -0.02 -0.05 0.02 -0.606
C 0.503 -2.278 4.010 0.06 0.04 -0.08 0.839
C -0.708 -2.615 4.597 -0.06 -0.03 0.08 -0.606
C -1.888 -2.307 3.943 -0.04 0.06 0.07 -1.431
C -1.828 -1.657 2.728 0.06 0.05 0.02 -0.338
N -0.659 -1.292 2.178 -0.01 -0.27 -0.38 0.676
C 0.488 -1.602 2.808 -0.08 0.23 0.08 -0.317
H 3.655 -3.321 4.409 0.01 0.01 0.00 0.255
H 2.714 -3.175 2.965 -0.01 -0.03 -0.01 0.124
H -0.707 -3.118 5.557 0.02 0.01 0.00 0.574
H -2.849 -2.560 4.368 0.01 -0.03 -0.03 0.592
H -2.725 -1.418 2.175 0.02 -0.05 -0.02 0.537
H 1.410 -1.285 2.326 0.01 -0.10 -0.07 0.149
```
Positions in Å, forces in eV/Å.

The LUMO energy is -6.8 eV. The value obtained for the HOMO energy is -12.36 eV. The HOMO-LUMO gap is 5.58 eV. Its net charge is +2.


ORCA calculation (ωB97M-V with the def2-TZVPD basis set) on a molecular structure, C25H47Al2BeBr4ClCsF16MgN2O7S2 at a distorted geometry.

```
109
Properties=species:S:1:pos:R:3:forces:R:3:mulliken_charge:R:1
C 3.708 -4.762 -0.051 -0.50 0.49 0.43 -1.008
C 2.259 -4.440 0.515 0.49 -0.50 -0.43 -0.254
C 1.190 -4.150 -0.613 0.60 0.49 1.07 -0.422
C 0.062 -3.188 -0.005 1.38 -1.34 -0.84 -0.898
N 0.265 -1.842 -0.622 -0.35 1.18 0.92 0.660
C -1.000 -1.138 -0.909 -1.24 0.14 0.69 -0.851
C -1.639 -1.559 -2.291 1.22 0.38 0.11 1.213
C -0.934 -0.947 -3.556 0.43 -0.76 -0.76 -0.639
C 0.620 -1.158 -3.600 -0.52 -0.46 1.16 0.398
Al 1.537 -0.506 -5.308 -0.84 -0.41 -0.13 -0.114
C 1.117 -1.835 -6.798 1.70 -1.63 0.41 -0.433
C 2.455 -2.191 -7.562 -2.29 2.36 -1.19 0.137
C 2.236 -2.287 -9.144 -0.09 -0.56 0.39 -0.939
Br 3.191 -3.956 -6.946 0.51 0.13 0.39 -0.025
C 1.197 -1.032 0.101 0.61 0.46 -0.72 -0.552
S 2.776 -0.892 -0.447 -3.25 -1.19 1.34 -0.474
S 0.770 -0.070 1.628 -0.75 -0.13 -0.98 0.002
C 0.597 1.682 0.991 0.78 0.29 -0.11 -0.575
C 1.932 2.552 1.118 -1.16 0.01 -1.17 0.542
C 2.179 3.244 -0.295 -0.01 0.21 0.36 -1.177
H 4.149 -5.567 0.587 -0.12 0.56 -0.90 0.344
H 3.662 -5.022 -1.137 0.14 -0.15 0.96 0.267
H 4.370 -3.857 0.039 -0.56 -0.77 -0.09 0.155
H 1.937 -5.318 1.133 0.10 0.87 -0.46 0.408
H 2.348 -3.562 1.204 -0.22 -0.69 -0.52 0.140
H 1.722 -3.620 -1.453 -0.75 -0.42 0.75 0.093
H 0.769 -5.102 -1.021 0.27 0.75 0.42 0.441
H -0.924 -3.641 -0.287 0.65 1.00 0.42 0.357
H 0.189 -3.086 1.106 -0.54 -0.44 -0.93 0.555
H -0.853 -0.022 -0.858 -0.07 -1.11 -0.29 0.159
H -1.741 -1.389 -0.094 0.52 0.39 -0.63 0.484
H -1.784 -2.675 -2.358 0.28 1.07 0.01 0.698
H -2.715 -1.123 -2.282 4.17 -0.87 0.45 -1.148
H -1.146 0.150 -3.687 -0.08 -0.84 0.40 0.015
H -1.355 -1.468 -4.467 0.20 0.64 0.82 0.332
H 1.119 -0.658 -2.715 -0.51 -0.37 -0.90 -0.467
H 0.853 -2.257 -3.479 -0.25 1.00 -0.14 0.182
H 3.092 -0.340 -4.969 0.44 0.05 0.06 -0.373
H 0.870 0.923 -5.707 -0.13 0.59 0.22 -0.252
H 0.376 -1.359 -7.551 -0.35 0.47 -0.18 0.183
H 0.654 -2.796 -6.439 0.11 0.87 -0.45 0.406
H 3.174 -1.349 -7.370 -0.03 -1.40 0.03 0.341
H 1.190 -1.962 -9.396 0.99 -0.15 0.41 0.323
H 2.969 -1.600 -9.631 -0.52 -0.82 0.19 0.244
H 2.348 -3.355 -9.480 0.07 1.22 0.04 0.331
H -0.213 2.172 1.584 0.53 -0.74 -0.42 0.455
H 0.276 1.636 -0.082 0.23 -0.05 0.99 0.071
H 1.720 3.363 1.861 0.54 -0.87 -0.45 0.408
H 2.767 1.876 1.427 -0.59 0.82 -0.17 -0.386
H 1.190 3.429 -0.804 0.94 -0.13 0.54 0.279
H 2.786 2.607 -1.002 -0.52 0.60 0.74 0.224
H 2.658 4.253 -0.162 -0.23 -1.07 -0.27 0.352
Mg -4.191 -0.861 -2.417 -4.03 0.74 -0.31 0.274
C 5.355 1.111 3.319 0.54 -0.04 -0.03 -0.934
C 4.812 2.477 3.710 -1.00 0.07 -0.56 -0.207
O 5.252 2.921 4.986 1.67 -1.16 0.60 -0.165
C 6.520 3.523 5.129 -3.65 1.27 -2.87 0.379
O 6.706 4.489 4.292 1.18 -0.69 1.30 -0.417
C 7.709 2.484 5.133 1.90 -1.90 1.15 0.643
F 7.351 1.371 5.775 -0.45 0.44 -0.23 -0.184
F 8.755 2.976 5.791 -0.46 0.58 -0.29 -0.233
F 8.130 2.126 3.923 -0.45 0.58 -0.08 -0.215
H 5.380 0.432 4.170 -0.17 0.00 -0.05 0.325
H 4.732 0.677 2.533 -0.19 0.03 0.11 0.252
H 6.364 1.187 2.918 0.00 -0.07 0.03 0.275
H 3.728 2.383 3.807 0.10 0.17 0.24 0.271
H 4.981 3.221 2.928 0.24 0.12 0.18 0.286
H 6.483 3.811 6.214 0.09 0.50 0.80 0.227
O 3.945 1.737 7.724 0.18 0.56 -0.20 -0.520
Cl 3.270 2.999 7.542 -1.21 -1.06 0.20 1.763
O 2.602 3.007 6.262 0.35 0.12 0.18 -0.511
O 4.253 4.069 7.579 0.69 0.23 0.02 -0.521
O 2.307 3.204 8.589 0.64 0.23 -0.55 -0.544
C -7.393 2.132 -4.815 -0.33 -0.10 -0.04 -0.308
Br -5.901 2.810 -3.778 -0.05 -0.08 0.01 -0.054
Br -7.094 0.302 -5.376 0.03 0.25 0.14 -0.012
Br -9.068 2.333 -3.872 0.41 -0.07 -0.14 0.033
H -7.456 2.736 -5.715 0.07 -0.09 0.13 0.361
C -5.746 1.547 3.117 0.07 0.22 0.83 -0.825
C -5.706 0.890 1.717 0.23 -0.52 1.18 0.945
C -7.009 0.799 0.915 -0.22 0.32 -0.18 0.049
F -7.976 0.108 1.514 0.05 -0.14 0.37 -0.191
F -6.746 0.153 -0.260 0.33 -0.05 -0.43 -0.272
F -5.127 -0.325 1.832 -0.13 -0.02 -0.36 -0.250
F -4.846 1.647 0.955 -0.17 0.20 -0.30 -0.335
O -5.831 0.694 4.259 -0.62 -0.42 -0.90 -0.275
C -7.071 0.205 4.708 0.71 1.08 -0.02 0.722
C -7.205 -1.313 4.533 0.25 -0.95 0.51 0.511
F -6.994 -1.704 3.253 -0.04 0.40 -0.29 -0.226
F -8.457 -1.721 4.866 -0.12 0.44 -0.02 -0.280
F -8.074 0.901 4.129 -0.25 -0.20 -0.33 -0.311
F -7.132 0.497 6.015 0.01 -0.36 -0.04 -0.284
H -4.770 2.023 3.235 0.01 -0.21 -0.08 0.435
H -6.464 2.367 3.168 -0.25 -0.21 -0.18 0.300
H -7.396 1.795 0.683 0.18 0.06 -0.03 0.270
H -6.483 -1.840 5.162 0.11 0.31 0.07 0.063
Cs 5.130 0.144 -1.446 1.95 0.78 -0.97 1.099
N -0.634 3.298 -5.160 -0.10 0.31 0.00 -0.427
H -0.046 3.290 -6.001 0.03 -0.32 0.04 0.402
H -0.944 4.253 -4.966 -0.02 -0.05 -0.04 0.401
H -1.448 2.697 -5.313 0.14 -0.12 -0.12 0.359
H -0.093 2.942 -4.369 0.10 -0.22 -0.22 0.259
F -0.729 -0.695 -8.505 0.58 -0.29 0.53 -0.725
F -1.854 -2.289 5.566 -1.11 0.41 0.63 -0.415
Al -3.207 -1.809 6.582 0.24 0.06 0.52 0.695
F -4.712 -2.303 5.807 1.09 0.37 0.46 -0.447
F -3.207 -0.064 6.778 -0.03 -1.47 -0.34 -0.442
F -3.075 -2.583 8.149 -0.14 0.67 -1.49 -0.430
Be 5.346 -4.063 -5.991 -0.39 0.11 -0.14 0.152
```
Positions in Å, forces in eV/Å.

The LUMO energy is -8.2 eV. The value obtained for the HOMO energy is -9.21 eV. The HOMO-LUMO gap is 1.05 eV. Its net charge is +1.


ORCA calculation (ωB97M-V with the def2-TZVPD basis set) on 2 unconnected molecules or ions with the total composition C26H41BBrIN5O9PS2 at a distorted geometry.

```
87
Properties=species:S:1:pos:R:3:forces:R:3:mulliken_charge:R:1
C -1.258 6.194 5.128 -0.50 0.90 -0.15 -0.774
C -2.290 6.301 3.902 -1.18 0.74 1.29 -0.385
O -2.454 5.073 3.145 2.77 0.23 -1.05 -0.484
B -1.285 4.719 2.401 -0.56 1.00 0.50 0.921
O -0.219 5.653 2.210 -1.25 -1.90 1.00 -0.436
C -1.284 3.190 1.742 -1.50 2.78 1.85 0.280
P -1.039 2.093 3.311 2.06 -1.39 -0.46 0.198
O 0.165 2.972 4.178 -2.10 -0.29 -0.44 -0.494
Br -2.886 2.128 4.614 0.29 0.75 -0.32 -0.260
C -2.725 3.071 1.067 0.31 0.69 0.05 -1.773
C -2.948 1.968 -0.091 -0.10 0.43 -0.33 -2.222
I -4.391 3.091 -1.399 0.08 -0.12 -0.24 0.082
N -3.570 0.716 0.316 -0.64 1.01 0.44 1.005
C -4.024 -0.239 -0.700 -0.62 -2.71 -0.65 -0.788
C -4.615 0.762 1.333 -2.45 0.71 2.58 0.388
C -4.530 -0.365 2.492 1.20 -0.18 -1.12 -0.853
O -5.567 1.556 1.423 3.18 -1.72 -0.89 -0.513
C -1.561 1.606 -0.902 -0.68 -0.30 1.48 1.900
C -0.871 0.433 -0.035 0.77 -0.48 -1.03 -2.014
C 0.708 0.321 -0.160 0.69 -1.30 1.20 1.938
C 1.166 -0.859 0.865 0.48 0.27 -0.62 -0.639
C 2.628 -0.488 1.428 -1.24 -1.56 -0.05 -0.818
N 2.557 0.679 2.357 2.13 0.63 -1.49 0.032
C 3.608 1.655 2.135 1.42 1.03 2.62 0.493
C 3.983 2.273 0.705 0.09 -0.27 0.22 -0.809
O 4.253 2.090 3.133 -2.10 -1.23 -2.90 -0.650
C -1.709 1.320 -2.448 0.44 0.32 -1.50 -0.437
C -0.825 0.158 -3.085 0.47 -0.51 -0.93 -0.218
C 0.550 0.617 -3.754 0.18 0.19 -0.95 -0.349
C 1.433 -0.595 -4.348 0.79 0.62 1.73 -0.689
S 0.476 -2.029 -5.002 0.23 -1.50 1.20 -0.145
C 0.424 -3.272 -3.647 -1.07 -2.10 5.30 0.170
N -0.172 -3.213 -2.366 0.49 2.22 -3.08 0.296
N -0.009 -4.278 -1.559 3.50 -2.61 -5.25 -0.793
C 0.767 -5.171 -2.398 -2.63 3.67 1.68 0.140
O 1.013 -4.584 -3.639 -0.18 -0.16 1.35 -0.248
S -0.527 3.173 -0.753 2.99 2.78 -3.90 1.448
O 0.780 3.089 -1.505 -2.74 -1.10 2.69 -0.735
O -1.207 4.391 -1.294 0.20 -2.90 2.57 -0.704
O -0.132 3.211 0.863 -0.93 -0.98 -1.65 -0.173
H -1.097 5.130 5.500 -0.15 1.38 -0.81 0.115
H -1.739 6.760 6.002 0.81 -0.73 -1.20 0.360
H -0.294 6.732 4.848 -1.11 -1.07 0.53 0.222
H -2.086 7.169 3.197 0.09 -1.15 0.98 0.280
H -3.316 6.521 4.376 1.40 -0.51 -0.91 0.309
H 0.640 5.230 2.410 -0.49 0.24 -0.56 0.320
H -0.086 2.911 5.123 0.40 0.10 -0.52 0.351
H -3.478 3.045 1.917 0.82 -0.36 -1.22 0.826
H -2.887 4.119 0.615 0.14 -1.93 0.37 0.573
H -3.299 -1.114 -0.902 -0.73 1.51 0.41 0.214
H -4.330 0.146 -1.717 0.34 0.21 1.37 0.284
H -4.962 -0.771 -0.287 1.37 0.84 -0.67 0.430
H -5.313 -1.158 2.276 0.79 1.10 0.52 0.325
H -4.608 0.101 3.526 -0.33 -0.53 -1.60 0.226
H -3.506 -0.872 2.441 -1.37 0.61 0.03 0.190
H -1.132 0.448 1.066 0.20 0.42 -1.36 0.251
H -1.285 -0.567 -0.430 0.47 1.58 0.57 0.368
H 1.295 1.236 0.160 -1.16 -0.94 -0.45 -0.705
H 1.103 0.000 -1.174 -0.82 0.62 1.07 -0.673
H 0.399 -0.973 1.700 1.13 0.22 -0.85 0.394
H 1.213 -1.861 0.305 -0.08 1.38 0.82 0.219
H 3.299 -0.339 0.525 -0.70 0.16 1.27 0.172
H 3.051 -1.367 2.034 -0.54 1.08 -1.05 0.412
H 2.571 0.356 3.337 0.15 0.60 -0.75 0.324
H 4.675 1.576 0.106 -1.19 0.84 0.95 0.286
H 4.604 3.210 0.923 -1.09 -1.40 -0.19 0.315
H 3.072 2.537 0.076 1.13 -0.41 0.79 0.162
H -2.778 1.112 -2.813 1.49 0.48 1.23 0.310
H -1.414 2.286 -3.006 -0.57 -1.35 0.83 0.391
H -0.602 -0.733 -2.421 -0.53 1.15 -0.54 -0.182
H -1.436 -0.280 -3.960 0.82 0.67 1.42 0.513
H 0.324 1.315 -4.635 0.17 -0.83 1.30 0.491
H 1.255 1.186 -3.066 -1.13 -0.62 -0.67 -0.016
H 2.144 -0.234 -5.166 -1.15 -0.57 0.97 0.495
H 2.098 -0.961 -3.486 -0.95 0.24 -1.36 0.218
H 1.049 -6.187 -1.989 0.08 1.28 -1.33 0.369
N 2.873 -7.900 -1.650 0.37 -0.20 -0.39 -0.391
C 2.925 -7.877 -2.990 -0.09 0.02 0.49 0.149
C 3.908 -8.505 -3.736 0.09 -0.06 0.05 -0.718
C 4.901 -9.197 -3.059 0.06 -0.04 -0.03 -0.133
C 4.873 -9.236 -1.673 -0.04 0.03 -0.16 -0.441
C 3.844 -8.578 -1.020 -0.43 0.28 -0.01 -0.251
H 2.128 -7.321 -3.472 0.09 -0.07 -0.16 0.328
H 3.897 -8.454 -4.817 -0.02 0.02 0.06 0.346
H 5.690 -9.701 -3.607 -0.05 0.03 0.03 0.369
H 5.632 -9.766 -1.112 -0.06 0.04 0.00 0.350
H 3.776 -8.582 0.063 0.06 -0.03 -0.04 0.366
```
Positions in Å, forces in eV/Å.

The LUMO energy is -0.1 eV. The structure (SMILES) is CCOB(O)[C@@]1(P(O)Br)C[C@](I)(N(C)C(C)=O)[C@@](CCCCNC(C)=O)(CCCCSc2nnco2)S(=O)(=O)O1.c1ccncc1. The value obtained for the HOMO energy is -8.76 eV. The HOMO-LUMO gap is 8.67 eV. Its net charge is 0.